[1]
This record from the OMol25 dataset describes C23H49N2O2P3Y as an isolated structure at a distorted geometry. The level of theory is ωB97M-V/def2-TZVPD.

Each line ends with the Mulliken charge.
Cartesian coordinates (Å):
Y  0.31  -0.70  -0.45  0.78
P  -0.27  1.04  -2.60  1.00
P  -2.26  1.22  0.89  0.97
P  0.88  -0.49  2.39  0.95
O  -0.41  -2.66  -0.80  -0.42
O  2.32  -0.22  -0.72  -0.29
N  -2.13  -4.15  -0.52  0.14
N  -0.02  -4.87  -1.18  0.11
C  -2.61  2.85  1.57  -1.28
C  -2.45  -5.49  -0.04  -0.60
C  2.68  -0.77  2.54  -1.24
C  -1.89  -6.49  -1.02  -0.62
C  1.30  -4.53  -1.71  -1.04
C  -0.85  -3.89  -0.82  0.24
C  3.22  1.97  -0.35  0.39
C  5.72  0.76  -0.20  -0.45
C  0.20  -1.66  3.63  -1.41
C  4.66  0.02  -0.68  -0.64
C  8.14  2.64  -1.46  -0.50
C  3.38  0.58  -0.62  -0.25
C  -0.60  2.84  -2.38  -1.23
C  4.31  2.70  0.07  -0.66
C  -0.46  -6.24  -1.43  -0.63
C  1.29  1.09  -3.57  -1.29
C  5.55  2.08  0.23  -0.62
C  0.70  1.14  3.24  -1.19
C  -3.05  -3.07  -0.19  -1.02
C  -2.72  -0.01  2.12  -0.86
C  -3.28  1.00  -0.58  -0.70
C  -1.48  0.58  -3.91  -1.30
C  8.21  1.35  -1.81  -0.62
H  1.22  -4.16  -2.74  0.35
H  -3.25  -0.03  -0.94  -0.02
H  -0.82  1.23  0.57  -0.06
H  -2.51  -6.50  -1.91  0.31
H  -1.92  -0.73  2.34  -0.09
H  -1.93  -7.49  -0.57  0.38
H  2.22  2.40  -0.40  0.28
H  -0.72  -1.27  4.09  0.46
H  -2.81  -2.56  0.76  0.29
H  8.03  1.01  -2.83  0.27
H  -2.00  -5.65  0.95  0.32
H  7.87  3.43  -2.17  0.26
H  1.71  0.08  -3.67  0.39
H  -3.67  2.95  1.81  0.46
H  1.10  1.50  -4.58  0.47
H  -1.46  3.01  -1.71  0.36
H  6.73  0.34  -0.25  0.53
H  -4.33  1.24  -0.37  0.51
H  3.24  0.12  2.22  0.28
H  -3.53  -5.58  0.06  0.34
H  1.93  -5.42  -1.70  0.39
H  -0.32  -6.47  -2.49  0.33
H  0.93  -1.87  4.43  0.43
H  -1.70  1.43  -4.58  0.44
H  4.76  -1.02  -1.00  0.41
H  0.99  1.93  2.54  0.33
H  8.53  0.59  -1.09  0.36
H  -2.42  0.24  -3.45  0.33
H  -2.94  1.66  -1.39  0.30
H  -3.07  -2.32  -1.00  0.19
H  -3.00  0.48  3.06  0.50
H  -0.81  3.33  -3.34  0.46
H  -2.35  3.63  0.83  0.41
H  0.27  3.31  -1.93  0.32
H  -3.59  -0.58  1.76  0.55
H  -2.02  3.02  2.48  0.39
H  2.03  1.72  -3.06  0.35
H  6.42  2.63  0.60  0.45
H  2.98  -1.61  1.90  0.36
H  -1.08  -0.26  -4.49  0.41
H  2.95  -1.01  3.58  0.56
H  1.79  -3.77  -1.11  0.25
H  4.21  3.78  0.29  0.42
H  1.34  1.22  4.13  0.48
H  -0.34  1.31  3.54  0.31
H  -4.06  -3.49  -0.12  0.43
H  -0.04  -2.60  3.13  0.36
H  8.43  2.97  -0.45  0.30
H  0.21  -6.91  -0.88  0.40

Computed properties:
Net charge: +3
Energy above the lowest of the compared OMol25 structures with the same formula, charge and spin (eV): 0.097


[2]
This record from the OMol25 dataset describes a 3-piece molecular cluster, C23H50B4F4O15P2 overall at a distorted geometry. The level of theory is ωB97M-V/def2-TZVPD.

Each line ends with the Mulliken charge.
Cartesian coordinates (Å):
P  -1.96  5.44  -5.24  0.90
P  1.67  -6.85  5.85  1.01
F  2.29  4.86  0.75  -0.28
F  1.71  3.25  -1.44  -0.22
F  4.59  3.88  0.83  -0.28
F  4.08  3.05  -1.61  -0.30
O  -0.84  5.26  -4.02  -0.19
O  0.11  -6.75  5.27  -0.31
O  1.32  -2.69  2.71  -0.47
O  -4.23  2.93  1.68  -0.56
O  -3.60  2.37  -0.59  -0.40
O  1.95  0.71  0.68  -0.01
O  -2.64  6.86  -4.67  -0.34
O  3.53  0.13  -1.35  -0.40
O  -1.01  6.17  -6.23  -0.77
O  2.13  -8.19  4.97  -0.40
O  0.80  -0.22  3.35  -0.54
O  -3.01  4.63  -4.14  -0.26
O  0.98  -7.97  6.97  -0.33
O  2.28  -5.84  4.85  -0.71
O  2.57  -1.76  0.03  -0.12
C  -0.75  0.34  -2.32  -0.17
C  4.47  -8.70  5.39  -1.01
C  2.64  -8.22  8.72  -1.08
C  -3.00  7.91  -5.56  -0.31
C  -2.52  4.57  0.70  -0.60
C  1.15  -1.00  -3.58  -0.36
C  -2.20  0.33  -1.48  -0.56
C  3.12  3.60  0.73  0.43
C  -0.58  0.15  3.00  -0.29
C  -0.33  -5.67  4.48  -0.28
C  -4.91  3.94  -5.47  -1.14
C  -2.25  1.76  -0.67  0.46
C  3.43  -8.26  4.39  -0.22
C  0.55  5.35  -4.26  0.05
C  1.79  -8.90  7.67  -0.08
C  -0.46  -1.05  -3.14  -0.54
C  2.94  2.77  -0.71  0.83
C  -4.42  4.71  -4.27  -0.11
C  2.12  -1.91  -2.62  -0.59
C  -0.16  -5.99  3.00  -1.01
C  -3.50  3.26  0.61  0.68
C  1.04  6.77  -4.02  -1.15
C  -4.34  7.65  -6.22  -0.99
B  2.75  -1.12  -1.33  0.14
B  1.34  -1.25  2.40  0.35
B  2.82  1.12  -0.45  -0.20
B  2.02  -0.74  0.94  0.47
H  3.72  -7.32  3.92  0.25
H  -4.34  6.71  -6.76  0.18
H  0.82  7.08  -3.00  0.27
H  2.00  -7.72  9.46  0.31
H  3.37  -9.00  3.58  0.33
H  -5.13  7.61  -5.47  0.27
H  -4.45  4.30  -6.40  0.29
H  -6.00  4.02  -5.56  0.38
H  -2.23  8.08  -6.32  0.31
H  3.26  -8.96  9.24  0.35
H  3.00  -2.42  -3.24  0.30
H  -1.11  -1.03  -4.13  0.30
H  0.08  0.43  -1.49  0.00
H  1.11  -9.61  8.16  0.35
H  2.40  -9.49  6.98  0.18
H  2.11  6.84  -4.19  0.39
H  -1.84  1.68  0.43  -0.22
H  1.29  -1.28  -4.73  0.36
H  0.17  -4.74  4.76  0.30
H  -1.15  0.42  4.01  0.29
H  -0.63  1.09  2.28  -0.09
H  4.25  -9.70  5.77  0.27
H  1.46  -2.82  -2.22  0.24
H  -2.06  -0.53  -0.66  0.20
H  -4.75  5.75  -4.30  0.20
H  -0.51  -5.16  2.38  0.32
H  -1.39  -5.53  4.69  0.33
H  -2.94  5.53  0.15  0.27
H  4.51  -8.03  6.25  0.18
H  2.10  -2.83  3.35  0.25
H  0.89  -6.19  2.75  0.22
H  -0.70  -1.97  -2.45  0.28
H  -0.68  1.32  -2.98  0.22
H  -2.42  4.85  1.85  0.30
H  -1.44  4.40  0.24  0.10
H  -3.06  8.82  -4.97  0.32
H  -1.18  -0.72  2.47  0.22
H  0.81  4.99  -5.25  0.37
H  -4.85  4.28  -3.37  0.36
H  0.53  7.48  -4.68  0.29
H  3.28  -7.46  8.28  0.29
H  -1.57  2.51  -1.25  -0.03
H  -0.72  -6.89  2.74  0.35
H  5.47  -8.73  4.93  0.40
H  -3.12  0.11  -2.16  0.25
H  -4.58  8.46  -6.92  0.40
H  -4.65  2.88  -5.38  0.30
H  1.05  4.68  -3.54  -0.01
H  1.51  0.12  -3.49  0.19
H  2.79  2.99  1.66  0.06

Computed properties:
E_tot (eV): -87525.501
SMILES string: COB(O)B1OB(CCCCCCOC(C)=O)OB(C(F)(F)C(F)F)O1.CCOP(=O)(OCC)OCC.CCOP(=O)(OCC)OCC


[3]
This record from the OMol25 dataset describes a 7-piece molecular cluster, C23H50BF3N10O12P overall at a distorted geometry. The level of theory is ωB97M-V/def2-TZVPD.

Each line ends with the Mulliken charge.
Cartesian coordinates (Å):
P  0.24  -5.90  4.81  0.69
F  -1.33  -0.61  2.22  -0.18
F  -2.96  -1.04  3.95  -0.24
F  -1.26  0.60  4.38  -0.21
O  -2.11  -4.03  3.45  -0.10
O  -7.94  1.90  -3.93  -0.55
O  5.07  1.07  -2.18  -0.62
O  -1.25  -6.58  5.45  -0.45
O  2.73  -0.72  2.54  -0.73
O  -2.75  1.61  -3.14  -0.65
O  -2.98  -3.68  5.36  -0.23
O  0.83  -0.65  -6.94  -0.58
O  3.67  -2.68  3.75  -0.50
O  0.54  -6.40  3.13  -0.51
O  4.96  -4.53  4.94  -0.49
O  1.27  5.39  2.85  -0.58
N  2.72  0.88  0.87  0.30
N  -3.08  -4.36  4.32  0.31
N  6.35  2.99  -2.43  0.13
N  -6.90  0.14  -5.02  0.17
N  0.20  -4.12  4.79  0.32
N  0.78  -1.77  5.06  0.11
N  -0.20  3.91  1.85  0.29
N  -4.37  1.45  -1.49  0.43
N  0.72  -0.76  -4.63  0.14
N  1.44  -6.53  5.72  -0.70
C  -0.94  3.53  0.67  -1.08
C  0.06  -0.32  -3.42  -0.39
C  7.41  2.50  -1.57  -0.91
C  2.67  -3.47  6.14  -0.75
C  -0.96  -3.41  4.11  -0.06
C  -4.96  2.73  -1.82  -0.89
C  -7.98  0.92  -4.66  0.07
C  6.48  4.30  -3.02  -0.91
C  0.62  5.02  1.88  0.06
C  0.32  -0.32  -5.88  0.06
C  -3.28  1.01  -2.21  0.01
C  2.65  2.28  0.52  -0.68
C  1.24  -3.19  5.36  0.22
C  -5.59  0.49  -4.51  -0.82
C  5.25  2.19  -2.65  0.11
C  -4.93  0.68  -0.40  -1.04
C  1.82  -1.69  -4.53  -1.00
C  2.82  -0.10  -0.20  -1.03
C  -0.32  3.09  3.04  -0.90
C  2.68  0.45  2.17  0.00
C  -7.04  -1.00  -5.90  -0.92
C  -0.53  -1.84  4.31  -0.26
C  -1.52  -0.69  3.69  0.90
B  3.83  -3.58  4.94  0.52
H  2.61  1.27  2.90  0.40
H  -2.01  3.53  0.91  0.44
H  -5.81  2.94  -1.16  0.44
H  2.92  -2.52  6.81  0.36
H  -4.84  -0.22  -4.88  0.42
H  -5.98  0.45  -0.63  0.32
H  2.83  0.39  -1.17  0.26
H  -1.55  -7.25  4.75  0.37
H  -5.33  1.50  -4.83  0.26
H  5.61  4.54  -3.64  0.29
H  -0.53  0.38  -5.84  0.32
H  -6.42  -0.84  -6.78  0.32
H  2.71  -1.23  -4.98  0.31
H  1.58  -2.60  -5.09  0.33
H  4.50  2.66  -3.32  0.33
H  -2.91  0.03  -1.87  0.31
H  -5.30  2.70  -2.86  0.20
H  7.00  2.29  -0.58  0.25
H  0.80  0.18  -2.78  0.14
H  3.96  -1.75  4.02  0.29
H  1.01  -5.60  2.75  0.36
H  -0.70  3.71  3.86  0.41
H  -0.34  -1.19  -2.90  0.32
H  -1.00  2.25  2.87  0.29
H  6.57  5.04  -2.23  0.34
H  7.38  4.32  -3.64  0.34
H  -0.75  0.38  -3.64  0.03
H  1.96  -0.78  -0.14  0.31
H  -8.93  0.57  -5.10  0.27
H  -6.69  -1.89  -5.36  0.32
H  2.67  -4.42  6.82  0.37
H  1.77  2.45  -0.11  0.25
H  2.02  -1.94  -3.49  0.34
H  -4.39  -0.26  -0.26  0.31
H  8.21  3.24  -1.49  0.39
H  5.02  -5.01  4.06  0.33
H  -4.21  3.51  -1.71  0.24
H  2.58  2.91  1.42  0.30
H  -0.63  2.53  0.36  0.33
H  0.67  2.71  3.32  0.16
H  0.64  5.57  0.93  0.31
H  3.73  -0.68  -0.06  0.33
H  -5.61  0.46  -3.42  0.13
H  3.56  2.55  -0.03  0.18
H  -0.76  4.23  -0.15  0.27
H  -4.88  1.27  0.52  0.35
H  7.81  1.57  -1.99  0.30
H  2.04  -7.10  5.05  0.25
H  1.28  -0.88  5.29  0.32
H  -8.08  -1.14  -6.20  0.30

Computed properties:
E_tot (eV): -82236.493
Net charge: +1


[4]
This record from the OMol25 dataset describes C23H50Br6O33S9 as an isolated structure at a distorted geometry. The level of theory is ωB97M-V/def2-TZVPD.

Each line ends with the Mulliken charge.
Cartesian coordinates (Å):
Br  13.53  12.52  -10.33  0.00
Br  7.02  10.22  -12.87  -0.01
Br  6.59  8.28  -10.31  -0.02
Br  4.78  11.03  -10.53  -0.02
Br  14.00  10.98  -7.38  -0.02
Br  12.52  14.03  -7.70  -0.02
S  21.33  -3.45  -14.83  1.12
S  20.82  10.06  -13.36  1.14
S  21.55  3.72  -5.96  1.09
S  14.27  -3.70  -4.85  1.05
S  12.45  6.53  -1.38  1.08
S  15.99  11.48  -19.69  1.05
S  7.75  3.75  -17.68  1.09
S  5.15  -3.87  -14.42  1.09
S  13.50  2.95  -12.95  1.09
O  6.14  -3.83  -15.53  -0.52
O  21.43  3.85  -7.43  -0.52
O  4.32  -5.06  -14.21  -0.51
O  12.68  6.42  -2.79  -0.52
O  19.59  9.76  -14.15  -0.61
O  21.33  -4.82  -15.33  -0.60
O  22.59  2.83  -5.45  -0.49
O  21.38  5.14  -5.08  -0.33
O  15.95  -3.89  -4.52  -0.27
O  22.56  -2.69  -14.78  -0.60
O  13.09  4.53  -13.36  -0.30
O  5.92  -3.57  -12.98  -0.32
O  20.05  3.32  -5.37  -0.34
O  13.47  -4.31  -3.82  -0.57
O  20.70  10.22  -11.89  -0.62
O  14.64  2.52  -13.69  -0.51
O  7.26  3.57  -16.30  -0.53
O  11.61  7.89  -1.02  -0.29
O  11.92  5.37  -0.66  -0.53
O  15.89  12.48  -20.72  -0.50
O  8.71  2.51  -18.18  -0.33
O  12.33  2.09  -12.88  -0.52
O  6.62  3.24  -18.66  -0.31
O  8.25  5.08  -18.09  -0.51
O  20.60  -3.42  -13.39  -0.28
O  13.86  6.94  -0.68  -0.30
O  14.03  -3.92  -6.28  -0.58
O  17.30  11.32  -19.04  -0.49
O  14.75  11.76  -18.59  -0.34
O  4.23  -2.47  -14.38  -0.32
O  15.28  10.02  -20.04  -0.32
O  13.97  3.40  -11.43  -0.30
O  21.57  11.44  -13.92  -0.25
C  13.79  8.19  -0.12  -0.32
C  13.12  4.35  -10.98  -0.31
C  6.64  1.91  -19.00  -0.25
C  14.20  -1.89  -4.45  -0.89
C  19.63  -2.52  -11.53  -1.27
C  21.43  13.66  -14.58  -1.34
C  16.34  -5.14  -3.95  -0.11
C  20.18  -2.44  -15.81  -0.90
C  14.27  9.67  -19.18  -0.27
C  13.64  10.96  -18.76  -0.30
C  4.36  -1.80  -13.12  -0.26
C  5.65  -2.20  -12.54  -0.23
C  20.07  5.68  -5.12  -0.26
C  17.81  -5.10  -4.30  -1.25
C  12.87  12.25  -8.48  -0.30
C  5.70  9.57  -11.55  -0.31
C  19.12  4.41  -5.37  -0.24
C  12.45  8.85  -0.54  -0.24
C  8.00  1.37  -18.54  -0.16
C  20.71  12.57  -13.90  -0.06
C  22.11  8.80  -13.70  -0.88
C  20.63  -2.24  -12.53  -0.02
C  12.92  5.31  -12.18  -0.26
H  18.41  4.20  -4.57  0.29
H  20.57  -1.25  -12.99  0.34
H  21.57  -2.23  -11.97  0.23
H  18.63  -2.37  -11.94  0.30
H  13.82  8.01  0.95  0.26
H  18.68  4.50  -6.36  0.25
H  3.45  -2.20  -12.69  0.27
H  12.22  3.81  -10.68  0.31
H  14.74  -1.76  -3.51  0.29
H  21.63  7.94  -13.23  0.35
H  18.29  -4.16  -4.02  0.31
H  11.88  11.81  -8.47  0.34
H  19.20  -2.84  -15.53  0.32
H  16.13  -5.25  -2.89  0.29
H  13.62  6.13  -12.32  0.27
H  22.11  14.27  -13.98  0.33
H  23.00  9.16  -13.17  0.31
H  14.66  -1.37  -5.29  0.33
H  7.87  0.66  -17.72  0.25
H  15.90  -5.97  -4.51  0.32
H  20.49  -2.53  -16.85  0.36
H  19.92  6.17  -4.16  0.26
H  20.69  14.45  -14.75  0.39
H  11.93  5.77  -12.23  0.26
H  19.69  -3.53  -11.11  0.31
H  20.41  12.92  -12.91  0.30
H  13.06  10.92  -17.84  0.28
H  13.16  -1.57  -4.43  0.37
H  5.54  -2.24  -11.46  0.26
H  17.94  -5.11  -5.38  0.32
H  19.72  -1.88  -10.66  0.39
H  13.54  9.06  -19.70  0.30
H  4.29  -0.73  -13.33  0.26
H  8.56  0.96  -19.38  0.26
H  19.88  12.56  -14.60  0.27
H  13.57  4.92  -10.16  0.29
H  5.84  1.43  -18.44  0.23
H  4.99  9.03  -12.17  0.36
H  18.33  -6.01  -4.00  0.38
H  19.86  6.58  -5.70  0.29
H  12.98  11.43  -19.49  0.28
H  21.97  13.33  -15.46  0.33
H  20.19  -1.42  -15.45  0.31
H  14.77  9.29  -18.28  0.30
H  22.26  8.65  -14.77  0.32
H  6.53  -1.59  -12.73  0.30
H  6.35  1.91  -20.06  0.26
H  12.09  9.17  0.44  0.25
H  12.53  9.67  -1.24  0.31
H  14.66  8.81  -0.34  0.30

Computed properties:
E_tot (eV): -609986.349


[5]
This record from the OMol25 dataset describes a 3-piece molecular cluster, C23H50FNO11Si overall. The level of theory is ωB97M-V/def2-TZVPD.

Each line ends with the Mulliken charge.
Cartesian coordinates (Å):
Si  3.18  0.66  1.42  -0.03
F  2.62  1.28  -1.45  -0.14
O  -3.05  -0.23  -1.68  -0.56
O  -2.42  -1.56  0.02  -0.35
O  0.79  -7.60  -4.86  -0.45
O  4.64  1.55  -2.26  -0.53
O  -0.13  -4.74  -4.37  -0.25
O  2.55  3.31  0.94  -0.43
O  -2.70  4.93  1.35  -0.32
O  -0.87  -7.44  -2.29  -0.24
O  -4.52  7.72  2.51  -0.29
O  1.14  3.55  0.94  -0.17
O  -1.60  7.10  3.18  -0.44
N  6.20  0.73  2.98  -0.63
C  -1.93  -8.34  -2.05  -0.82
C  -0.39  -6.95  -5.31  -0.29
C  0.39  -8.06  -2.47  -0.57
C  0.80  -3.68  -4.44  -0.80
C  -3.10  -2.59  -2.04  -0.93
C  -2.24  5.89  3.53  -0.44
C  -2.87  -1.34  -1.25  0.71
C  -5.44  8.06  3.52  -0.78
C  -1.27  -0.76  0.38  -0.28
C  3.96  1.23  -1.34  0.14
C  4.44  0.75  0.00  -0.26
C  0.72  -0.72  1.97  -0.49
C  -0.25  -5.47  -5.58  -0.59
C  1.51  -0.02  0.87  -0.55
C  -2.13  7.87  2.11  -0.30
C  3.93  -0.30  2.87  -0.60
C  2.87  2.43  2.03  -0.46
C  -1.98  4.52  0.21  -0.54
C  -0.54  -1.47  1.49  -0.89
C  5.44  -0.51  2.82  -0.63
C  -3.41  8.60  2.43  -0.55
C  1.22  -7.38  -3.53  -0.28
C  -2.01  4.74  2.57  -0.21
H  -0.93  4.63  2.39  0.10
H  -0.95  4.90  0.24  0.26
H  5.71  -1.18  3.65  0.44
H  -2.37  3.82  3.04  0.37
H  1.33  -6.31  -3.31  0.10
H  -0.65  -0.65  -0.50  0.42
H  2.22  -7.82  -3.49  0.38
H  -4.17  -2.74  -2.15  0.31
H  -1.36  8.63  1.93  0.39
H  -2.86  -7.79  -2.17  0.23
H  -0.61  -7.43  -6.27  0.39
H  0.27  -9.12  -2.73  0.37
H  1.34  -1.45  2.48  0.11
H  1.74  -4.00  -4.90  0.41
H  -1.96  3.43  0.12  0.17
H  -4.94  8.26  4.47  0.35
H  -1.16  -5.13  -6.10  0.36
H  -1.78  5.60  4.48  0.40
H  0.94  -8.00  -1.52  0.36
H  3.63  0.18  3.80  0.43
H  -0.24  -2.47  1.16  0.30
H  -1.62  0.22  0.72  0.14
H  0.61  -5.30  -6.23  0.37
H  -1.21  -1.60  2.34  0.30
H  -1.24  -7.15  -4.65  0.11
H  0.86  3.17  0.09  0.29
H  -2.69  -2.45  -3.03  0.27
H  3.46  -1.29  2.87  0.35
H  -3.59  9.32  1.62  0.37
H  -1.88  -8.75  -1.04  0.32
H  -1.92  -9.17  -2.77  0.36
H  -2.48  4.94  -0.67  0.30
H  2.03  2.42  2.73  0.33
H  6.96  0.78  2.31  0.29
H  1.01  -3.36  -3.42  0.18
H  0.95  0.85  0.54  0.16
H  -2.64  -3.46  -1.58  0.30
H  -3.29  9.16  3.36  0.35
H  3.72  2.86  2.55  0.48
H  5.24  1.43  0.28  0.31
H  0.39  -2.83  -5.00  0.33
H  4.90  -0.23  -0.15  0.46
H  -6.11  7.21  3.65  0.23
H  -2.23  7.28  1.20  0.11
H  1.62  -0.65  -0.02  0.60
H  -3.31  6.03  3.72  0.15
H  0.43  0.00  2.74  0.29
H  5.71  -1.05  1.91  0.23
H  5.62  1.55  2.83  0.26
H  -6.04  8.94  3.24  0.33

Computed properties:
SMILES string: CC(=O)OCCCC[Si@](CCN)(COO)CC(=O)F.COCCOCCOC.COCCOCCOC
Energy above the lowest of the compared OMol25 structures with the same formula, charge and spin (eV): 0.000